# 1
ORCA calculation (ωB97M-V with the def2-TZVPD basis set) on 2 unconnected molecules or ions with the total composition C4H10N at a distorted geometry.

XYZ file:
```
15
Properties=species:S:1:pos:R:3:mulliken_charge:R:1
C -0.99 -1.98 1.00 -0.620
C -1.34 -0.94 0.38 -0.113
C -0.22 1.65 -0.87 -1.135
C 0.17 0.18 -0.74 -0.385
N 1.44 -0.10 0.06 -0.261
H -1.78 -2.60 1.23 0.263
H -0.10 -2.37 1.47 0.250
H -2.21 -0.52 0.12 0.399
H -1.24 1.68 -1.34 0.319
H -0.23 2.36 -0.01 0.366
H 0.39 1.94 -1.70 0.402
H 0.00 -0.27 -1.66 0.379
H 2.16 0.64 -0.39 0.415
H 1.64 -1.08 -0.01 0.346
H 1.22 0.14 1.01 0.374
```

- E_HOMO (eV) = -13.6
- net charge = +1
- frontier orbital gap (eV) = 9.9016
- E_tot (eV) = -5789.334

---

# 2
ORCA calculation (ωB97M-V with the def2-TZVPD basis set) on a molecular structure, C3H12N2O at a distorted geometry.

XYZ file:
```
18
Properties=species:S:1:pos:R:3:mulliken_charge:R:1
N -0.87 0.50 0.62 -0.868
C 0.82 -0.25 0.13 0.550
C 1.74 -0.16 1.34 -1.000
C 1.00 0.25 -1.30 -0.523
N -0.24 0.18 -2.11 -0.596
H -1.58 1.12 1.06 0.168
H 0.29 -1.25 0.31 0.121
H 0.17 0.76 0.43 -0.008
H 2.86 0.22 1.05 0.289
H 1.36 0.55 2.09 0.346
H 1.70 -1.10 1.83 0.323
H 1.84 -0.34 -1.79 0.267
H 1.48 1.32 -1.38 0.283
H -0.87 0.23 -1.36 0.388
H -0.38 0.98 -2.72 0.254
H -2.34 -0.67 0.73 0.380
H -3.89 -1.12 0.81 0.297
O -3.09 -1.22 0.28 -0.672
```

- E_HOMO (eV) = -8.4
- frontier orbital gap (eV) = 8.1733
- E_tot (eV) = -8326.578

---

# 3
ORCA calculation (ωB97M-V with the def2-TZVPD basis set) on a molecular structure, C48H56N3O22 at a distorted geometry.

XYZ file:
```
129
Properties=species:S:1:pos:R:3:mulliken_charge:R:1
C 14.60 30.29 2.22 0.156
C 15.83 31.14 1.97 0.018
O 16.55 31.05 1.00 -0.604
N 16.12 32.11 3.09 1.737
H 15.08 32.39 3.31 -0.530
H 16.43 31.56 3.92 0.641
C 17.17 33.09 2.88 -1.204
H 14.50 29.51 1.44 -0.166
H 13.87 31.06 2.14 -0.169
H 14.68 29.91 3.26 0.514
H 17.52 33.67 3.66 0.490
H 16.81 33.72 2.00 -1.065
H 17.98 32.90 2.47 1.050
N 13.59 32.70 5.32 0.749
O 13.43 32.85 6.56 -0.809
O 13.95 33.75 4.73 -0.395
O 13.83 31.55 4.85 -0.538
N 18.42 30.90 5.61 0.837
O 19.16 31.59 4.91 -0.544
O 17.22 30.81 5.22 -0.719
O 18.80 30.56 6.78 -0.669
C 16.04 35.81 7.34 -1.826
C 16.56 34.37 7.11 1.946
C 18.00 34.34 7.86 -1.325
O 15.76 33.41 7.84 -0.702
H 16.45 36.24 6.48 0.275
H 16.22 36.02 8.48 0.267
H 15.20 35.77 6.90 0.791
H 16.48 34.04 6.02 -0.639
H 18.71 35.10 7.37 0.077
H 18.22 33.40 7.79 0.457
H 17.90 34.56 9.02 0.314
H 14.90 33.30 7.26 0.362
C 16.60 38.75 3.41 -1.276
C 15.66 37.62 3.76 1.807
C 14.48 37.36 3.03 -3.180
O 16.30 36.37 3.93 -0.105
H 17.21 39.04 4.40 0.232
H 15.98 39.60 3.05 0.364
H 17.44 38.61 2.66 0.214
H 15.41 37.82 4.82 0.202
H 13.78 38.16 2.98 0.583
H 14.02 36.45 3.15 0.518
H 14.84 37.23 2.16 1.122
H 15.67 35.65 3.78 -0.307
C 11.34 30.20 0.05 0.124
C 10.87 30.74 -1.42 0.294
C 11.37 32.15 -1.43 -1.579
O 11.45 30.15 -2.58 -0.561
H 10.92 29.25 0.09 0.303
H 11.07 30.87 0.80 -0.612
H 12.44 30.09 -0.01 -0.116
H 9.87 30.70 -1.80 0.456
H 10.79 32.94 -0.93 0.274
H 11.56 32.23 -2.46 0.781
H 12.25 32.27 -0.89 0.144
H 12.36 30.47 -2.65 0.422
C 16.20 28.74 -2.03 0.070
C 17.18 27.63 -2.32 -1.032
C 16.76 26.63 -3.47 0.354
O 17.51 25.69 -3.72 -0.558
C 15.39 26.70 -4.09 -0.733
C 14.44 27.87 -3.60 -0.307
C 14.86 28.87 -2.70 0.377
O 14.08 29.77 -2.45 -0.540
H 16.27 29.44 -1.24 0.669
H 18.10 27.78 -2.00 0.726
H 15.15 26.30 -4.99 0.574
H 13.14 27.84 -3.79 0.215
C 18.03 24.83 2.30 -0.730
C 17.14 26.17 2.42 -0.432
C 16.32 26.50 1.13 0.502
O 15.59 27.49 1.10 -0.332
C 16.20 25.45 0.11 -0.843
C 17.11 24.34 -0.04 -0.404
C 17.98 23.96 1.07 0.438
O 18.74 22.96 0.90 -0.588
H 18.62 24.35 3.15 0.317
H 17.25 26.63 3.38 0.589
H 15.54 25.74 -0.70 1.076
H 16.81 23.57 -0.80 0.328
C 9.17 31.99 2.42 -0.634
C 10.42 32.01 1.75 1.061
C 11.34 33.18 1.96 0.375
O 12.45 33.27 1.35 -0.095
C 10.91 34.16 2.94 -0.025
C 9.62 34.02 3.72 -0.354
C 8.78 32.83 3.52 0.257
O 7.80 32.70 4.13 -0.513
H 8.35 31.18 2.14 0.309
H 10.70 31.24 1.03 -0.352
H 11.78 34.97 3.26 -0.156
H 9.52 34.74 4.64 0.335
C 11.82 25.50 0.78 -0.521
C 13.32 25.54 1.21 -0.401
C 13.59 26.62 2.31 0.641
O 14.61 26.69 2.84 -0.460
C 12.50 27.40 2.82 -0.081
C 11.05 27.20 2.40 -0.619
C 10.77 26.23 1.36 0.350
O 9.62 25.96 1.13 -0.587
H 11.72 24.75 -0.11 0.290
H 14.11 24.85 0.74 0.644
H 12.65 27.82 3.93 0.265
H 10.40 27.86 2.88 0.538
C 19.94 36.84 5.16 -0.270
C 19.53 36.66 3.67 -0.375
C 19.94 35.31 3.02 0.862
O 19.74 35.14 1.85 -0.691
C 20.49 34.33 3.85 -0.175
C 20.86 34.52 5.26 -0.186
C 20.65 35.75 5.94 0.097
O 21.10 35.96 7.02 -0.533
H 19.53 37.79 5.94 0.117
H 19.01 37.44 3.30 0.537
H 20.70 33.22 3.50 0.093
H 21.35 33.75 5.75 0.468
C 17.26 34.59 0.82 0.078
C 17.99 33.56 0.08 -0.372
C 17.12 32.54 -0.74 0.876
O 17.63 31.70 -1.48 -0.674
C 15.61 32.66 -0.70 -2.089
C 14.98 33.71 0.08 -0.238
C 15.81 34.71 0.83 -0.429
O 15.12 35.53 1.43 -0.432
H 17.94 35.26 1.42 0.622
H 19.29 33.45 0.25 0.176
H 14.99 32.15 -1.19 1.347
H 14.03 34.04 0.02 1.310
```

- E_HOMO (eV) = -6.3
- net charge = -1
- frontier orbital gap (eV) = 5.0943
- E_tot (eV) = -100156.130

---

# 4
ORCA calculation (ωB97M-V with the def2-TZVPD basis set) on a molecular structure, C30H45BrO2P2Sn at a distorted geometry.

XYZ file:
```
81
Properties=species:S:1:pos:R:3:mulliken_charge:R:1
Sn 0.05 0.76 1.34 1.135
C 0.56 3.76 1.14 0.181
C -0.56 3.71 0.26 1.044
C -1.21 2.79 2.28 0.520
C 0.18 3.18 2.39 0.317
C -1.66 3.14 0.96 0.164
C 1.91 4.29 0.82 -1.914
H 2.15 4.16 -0.24 0.426
H 2.69 3.81 1.42 0.451
H 1.96 5.37 1.03 0.367
C 0.98 3.10 3.64 -0.622
H 2.05 3.33 3.47 0.403
H 0.90 2.10 4.09 -0.133
H 0.61 3.83 4.38 0.342
C -2.06 2.33 3.42 -0.989
H -2.34 3.19 4.04 0.373
H -1.53 1.61 4.05 0.058
H -3.00 1.88 3.07 0.363
C -3.03 2.89 0.44 -1.747
H -3.68 3.76 0.61 0.358
H -3.49 2.04 0.94 0.387
H -3.02 2.70 -0.64 0.389
C -0.60 4.16 -1.15 -1.401
H -1.06 5.16 -1.24 0.370
H -1.18 3.47 -1.76 0.359
H 0.42 4.24 -1.56 0.386
C 1.89 -0.35 0.31 -0.498
C 2.07 0.82 -0.45 -0.364
C 1.61 1.03 -1.84 -0.737
C 0.30 0.31 -2.30 -0.078
C -0.83 0.29 -1.35 -0.192
C -1.01 -0.60 -0.31 -0.652
C -0.17 -1.87 -0.14 -0.690
C 1.35 -1.66 -0.24 -0.502
H 2.41 0.76 -2.55 0.490
H 0.56 -0.70 -2.68 -0.782
H 1.46 2.12 -1.98 0.369
H 1.69 -1.83 -1.27 -0.065
H 2.44 -0.44 1.26 0.844
H 2.71 1.60 -0.03 0.638
H 1.82 -2.47 0.36 0.502
H -0.40 -2.31 0.85 0.444
H -1.97 -0.61 0.22 0.878
H -0.46 -2.62 -0.90 0.308
H -0.04 0.87 -3.19 0.741
H -1.65 0.98 -1.58 0.452
P 0.75 -2.98 -4.24 0.618
C 2.18 -4.02 -3.71 -1.383
C 1.33 -2.63 -5.95 -1.258
P -2.13 -3.72 -4.44 0.255
C -0.40 -4.39 -4.63 -1.037
C -2.60 -3.65 -6.23 -1.209
C -2.94 -5.33 -4.07 -1.158
H 1.94 -4.50 -2.75 0.347
H 3.06 -3.38 -3.60 0.406
H 2.38 -4.80 -4.47 0.432
H 1.69 -3.54 -6.44 0.403
H 2.16 -1.91 -5.87 0.386
H 0.52 -2.17 -6.54 0.309
H -2.69 -6.07 -4.84 0.336
H -4.02 -5.17 -4.05 0.395
H -2.60 -5.69 -3.09 0.343
H -0.24 -5.20 -3.90 0.505
H -0.24 -4.77 -5.65 0.450
H -3.68 -3.47 -6.27 0.413
H -2.36 -4.60 -6.73 0.367
H -2.08 -2.82 -6.72 0.296
Br 3.22 -0.64 4.80 -0.146
C 1.83 0.11 5.85 0.470
C 2.14 1.01 6.87 -0.440
C 1.12 1.74 7.50 -0.632
C -0.22 1.50 7.16 -0.713
C -0.54 0.53 6.21 -0.204
C 0.49 -0.13 5.52 0.082
C 0.15 -0.96 4.30 -0.221
O -0.03 -2.16 4.38 -0.570
O 0.07 -0.21 3.22 -0.486
H 3.18 1.15 7.15 0.424
H 1.38 2.46 8.27 0.418
H -1.03 2.09 7.60 0.418
H -1.57 0.26 5.97 0.690
```

- E_HOMO (alpha / beta) (eV) = -12.7 / -12.7
- net charge = +2
- frontier orbital gap (alpha / beta) (eV) = 3.6449 / 3.6499
- E_tot (eV) = -130368.124

---

# 5
ORCA calculation (ωB97M-V with the def2-TZVPD basis set) on a molecular structure, C32H25AsCl3IrN2O4S at a distorted geometry.

XYZ file:
```
69
Properties=species:S:1:pos:R:3:lowdin_spin:R:1
Ir -0.35 -1.18 0.50 0.885
S -0.63 0.35 2.63 -0.130
C 0.48 1.68 2.63 -0.015
C 0.49 2.49 3.77 -0.006
C 1.38 3.53 3.87 -0.001
C 2.27 3.79 2.84 0.000
C 2.24 3.01 1.69 -0.001
C 1.35 1.96 1.56 -0.005
As 1.22 0.87 -0.06 0.012
C 0.00 1.93 -1.14 0.012
C -0.36 1.40 -2.38 0.003
C -1.17 2.12 -3.23 0.000
C -1.61 3.39 -2.87 0.001
C -1.27 3.91 -1.63 0.001
C -0.48 3.18 -0.76 0.002
C 2.90 1.35 -0.96 0.000
C 4.07 0.67 -0.63 0.000
C 5.28 1.05 -1.19 0.000
C 5.33 2.11 -2.09 0.000
C 4.17 2.78 -2.43 0.000
C 2.95 2.40 -1.88 0.000
H -0.21 2.28 4.56 -0.002
H 1.39 4.15 4.76 0.000
H 2.98 4.59 2.93 0.000
H 2.93 3.23 0.88 0.000
H 0.01 0.42 -2.65 0.000
H -1.44 1.71 -4.20 0.000
H -2.22 3.96 -3.54 0.000
H -1.63 4.88 -1.33 0.000
H -0.22 3.59 0.21 0.000
H 4.02 -0.16 0.07 0.000
H 6.18 0.52 -0.93 0.000
H 6.27 2.41 -2.52 0.000
H 4.21 3.60 -3.12 0.000
H 2.05 2.93 -2.15 0.000
Cl -6.20 0.11 -4.24 0.000
C -5.02 0.04 -3.00 0.001
C -4.82 1.16 -2.19 -0.001
C -3.86 1.14 -1.21 -0.001
Cl -3.66 2.47 -0.16 0.001
C -3.02 -0.02 -0.98 -0.004
O -2.15 0.04 -0.08 -0.018
C -3.29 -1.17 -1.80 0.001
C -2.57 -2.40 -1.61 0.009
O -1.73 -2.65 -0.75 0.057
C -4.28 -1.11 -2.79 0.001
H -5.44 2.04 -2.32 0.000
H -2.83 -3.20 -2.32 0.004
H -4.48 -1.99 -3.39 0.000
Cl 2.04 -4.26 -2.76 0.000
C 2.81 -3.15 -1.62 0.003
C 1.73 -2.35 -0.89 0.005
O 0.89 -1.70 -1.55 0.102
O 1.75 -2.34 0.36 -0.007
H 3.45 -2.47 -2.18 0.000
H 3.39 -3.74 -0.90 0.001
N -1.56 -5.75 4.83 0.000
C -1.31 -4.78 3.94 -0.001
C -2.35 -4.09 3.28 0.003
C -2.04 -3.10 2.39 0.007
N -0.78 -2.74 2.11 0.070
C 0.21 -3.37 2.74 0.006
C 0.00 -4.37 3.65 0.003
H -2.50 -6.05 5.02 0.000
H -0.81 -6.24 5.28 0.000
H -3.38 -4.35 3.47 0.000
H -2.82 -2.56 1.87 0.001
H 1.22 -3.05 2.48 0.001
H 0.83 -4.86 4.13 0.000
```

- E_HOMO (alpha / beta) (eV) = -10.2 / -10.2
- net charge = +1
- spin multiplicity = 2
- frontier orbital gap (alpha / beta) (eV) = 5.1898 / 5.2409
- E_tot (eV) = -156832.588

---

# 6
ORCA calculation (ωB97M-V with the def2-TZVPD basis set) on a molecular structure, C42H42BF2N8SSr.

XYZ file:
```
97
Properties=species:S:1:pos:R:3:mulliken_charge:R:1
Sr -0.02 -0.16 0.36 1.023
C -1.17 1.28 5.46 -2.091
C -0.93 0.82 4.03 2.171
C -2.25 0.67 3.28 -1.063
C -0.12 -0.45 3.99 -0.525
C 0.49 -1.15 5.05 -1.217
C 1.19 -2.16 4.42 -0.569
N 0.98 -2.07 3.10 -0.098
N 0.17 -1.03 2.83 1.068
B 1.71 -2.92 2.04 -0.695
N 0.76 -3.63 1.08 -0.417
C 0.62 -4.96 0.93 -0.491
C -0.23 -5.19 -0.13 -1.434
C -0.57 -3.91 -0.59 -0.401
N 0.02 -2.98 0.16 1.209
C -1.37 -3.54 -1.80 3.362
C -0.45 -3.44 -3.02 -1.371
C -2.50 -4.54 -2.05 -1.944
N 2.74 -2.08 1.26 0.062
C 4.07 -2.13 1.45 -0.552
C 4.67 -1.18 0.65 -1.341
C 3.59 -0.56 0.00 -0.221
N 2.45 -1.13 0.35 1.051
C 3.62 0.57 -0.98 2.543
C 3.94 0.07 -2.39 -1.652
C 4.60 1.67 -0.56 -1.608
H -1.72 2.22 5.47 0.454
H -1.75 0.55 6.02 0.389
H -0.23 1.45 5.99 0.443
H -0.33 1.58 3.52 -0.681
H -2.86 -0.12 3.71 0.409
H -2.82 1.60 3.32 0.413
H -2.10 0.44 2.22 -0.157
H 0.44 -0.93 6.10 0.507
H 1.82 -2.95 4.82 0.500
H 2.33 -3.76 2.65 -0.206
H 1.15 -5.63 1.58 0.471
H -0.56 -6.14 -0.51 0.382
H -1.81 -2.56 -1.60 -1.520
H 0.04 -4.40 -3.20 0.407
H -1.02 -3.18 -3.91 0.365
H 0.32 -2.69 -2.87 0.125
H -2.11 -5.53 -2.28 0.367
H -3.16 -4.62 -1.18 0.401
H -3.11 -4.21 -2.90 0.436
H 4.48 -2.84 2.15 0.464
H 5.72 -0.95 0.57 0.437
H 2.62 1.01 -0.96 -1.067
H 4.93 -0.37 -2.43 0.426
H 3.22 -0.70 -2.70 0.292
H 3.91 0.89 -3.12 0.407
H 5.62 1.30 -0.55 0.348
H 4.55 2.51 -1.27 0.417
H 4.35 2.05 0.43 0.182
S 0.31 5.18 -0.41 -0.477
C -1.17 4.79 -1.22 0.917
C -1.96 5.58 -2.04 -0.762
C -3.13 5.04 -2.54 -0.508
C -3.51 3.74 -2.21 -0.609
C -2.72 2.95 -1.39 0.244
C -1.52 3.47 -0.91 -0.871
N -0.63 2.79 -0.09 0.619
C 0.34 3.56 0.28 -0.122
C 1.42 3.18 1.21 0.895
C 2.27 4.17 1.71 -0.878
C 3.25 3.83 2.63 -0.936
C 3.37 2.50 3.03 -0.872
C 2.52 1.54 2.50 -1.074
C 1.51 1.82 1.57 1.641
H -1.67 6.60 -2.28 0.386
H -3.77 5.64 -3.18 0.371
H -4.44 3.34 -2.59 0.455
H -3.02 1.95 -1.12 0.018
H 2.17 5.21 1.42 0.338
H 3.91 4.59 3.03 0.325
H 4.13 2.23 3.75 0.387
H 2.66 0.51 2.83 0.045
F -6.11 -0.97 0.42 -0.398
C -5.03 -0.74 -0.37 0.350
C -3.76 -0.77 0.16 -1.403
C -2.62 -0.53 -0.62 -0.187
C -2.85 -0.31 -2.00 1.241
C -4.15 -0.27 -2.49 0.636
F -4.43 0.04 -3.80 -0.438
C -5.27 -0.47 -1.70 -1.076
C -1.69 -0.09 -2.90 0.210
C -1.75 -0.32 -4.28 -1.252
C -0.63 -0.09 -5.07 -0.754
C 0.53 0.38 -4.47 -0.893
C 0.51 0.56 -3.10 -0.749
N -0.54 0.32 -2.33 1.237
H -3.69 -0.97 1.23 0.416
H -6.26 -0.42 -2.12 0.464
H -2.65 -0.69 -4.72 0.579
H -0.68 -0.28 -6.13 0.369
H 1.42 0.59 -5.04 0.490
H 1.40 0.92 -2.60 0.415
```

- E_HOMO (eV) = -4.6
- net charge = -1
- frontier orbital gap (eV) = 7.0707
- E_tot (eV) = -73945.867